1.
80
Properties=species:S:1:pos:R:3 method="wB97M-V/def2-TZVPD" total_energy_ha=-2415.7579 relative_energy_ev=0.027 multiplicity=1 homo_lumo_gap_ev=6.02 e_homo_ev=-6.03 lumo_ev=-0.008
Rb 0.5139 -0.4727 -0.2175
C 2.7411 2.9426 0.1139
P 3.4620 1.3897 -0.6021
C 5.2556 1.7730 -0.5975
C 5.8426 2.3034 0.5525
C 7.2075 2.5457 0.6092
C 8.0155 2.2532 -0.4803
C 7.4448 1.7185 -1.6258
C 6.0786 1.4806 -1.6842
C 3.0736 1.5786 -2.3822
C 3.2193 2.7930 -3.0544
C 2.9259 2.8980 -4.4010
C 2.4859 1.7872 -5.1088
C 2.3495 0.5717 -4.4619
C 2.6422 0.4709 -3.1044
C 1.2649 3.0540 -0.1242
C 0.6105 3.9003 -1.0104
C -0.7663 3.6297 -0.8639
C -0.8541 2.6352 0.1061
C -2.0924 1.9639 0.6330
P -2.6968 0.7181 -0.5956
C -3.4768 1.7978 -1.8470
C -3.0414 1.7242 -3.1637
C -3.5627 2.5761 -4.1310
C -4.5268 3.5090 -3.7861
C -4.9718 3.5895 -2.4707
C -4.4490 2.7407 -1.5100
C -4.1357 -0.0348 0.2652
C -3.9081 -0.6003 1.5234
C -4.9176 -1.2600 2.2063
C -6.1789 -1.3859 1.6381
C -6.4130 -0.8443 0.3835
C -5.4022 -0.1750 -0.2963
N 0.3809 2.2701 0.5568
H 3.2644 3.8099 -0.2942
H 2.9491 2.9160 1.1866
H 5.2330 2.5367 1.4171
H 7.6384 2.9651 1.5098
H 9.0805 2.4415 -0.4372
H 8.0612 1.4872 -2.4857
H 5.6514 1.0722 -2.5922
H 3.5636 3.6646 -2.5119
H 3.0365 3.8499 -4.9048
H 2.2549 1.8747 -6.1626
H 2.0171 -0.3015 -5.0093
H 2.5637 -0.4933 -2.6133
H 1.0691 4.6337 -1.6592
H -1.5869 4.1147 -1.3740
H -2.8849 2.6768 0.8723
H -1.8540 1.4256 1.5520
H -2.2736 1.0096 -3.4349
H -3.2047 2.5129 -5.1507
H -4.9280 4.1771 -4.5375
H -5.7217 4.3201 -2.1943
H -4.7957 2.8107 -0.4853
H -2.9262 -0.5257 1.9785
H -4.7159 -1.6752 3.1869
H -6.9706 -1.9002 2.1676
H -7.3894 -0.9347 -0.0765
H -5.6100 0.2446 -1.2729
C -0.0616 0.0923 4.6390
C -0.3434 -1.1314 5.2245
C -0.6003 -2.2265 4.4099
C -0.5663 -2.0649 3.0326
N -0.2909 -0.8871 2.4681
C -0.0437 0.1685 3.2505
C -0.8414 -3.2024 2.1081
C -1.8266 -4.1353 2.4105
C -2.0623 -5.1823 1.5402
C -1.2973 -5.2745 0.3894
C -0.3417 -4.2951 0.1630
N -0.1146 -3.2746 0.9867
H 0.1448 0.9722 5.2320
H -0.3558 -1.2378 6.3015
H -0.7981 -3.2016 4.8359
H 0.1757 1.0999 2.7302
H -2.4202 -4.0188 3.3077
H -2.8344 -5.9100 1.7523
H -1.4371 -6.0750 -0.3233
H 0.2735 -4.3308 -0.7297


2.
95
Properties=species:S:1:pos:R:3 method="wB97M-V/def2-TZVPD" total_energy_ha=-3630.8667 relative_energy_ev=5.556 multiplicity=4 homo_lumo_gap_ev="5.19 / 5.07" s2=4.03 charge=+3 e_homo_ev="-16.43 / -16.28" lumo_ev="-11.241 / -11.216"
C -1.6475 -1.6093 -2.5925
C 0.1170 -0.0463 -2.8677
C -1.6496 -1.8867 -3.9554
C 0.2190 -0.4009 -4.2326
C -0.6522 -1.3293 -4.7677
H -2.3982 -2.5785 -4.3448
H 0.9385 0.1378 -4.8489
H -0.5859 -1.5953 -5.8214
N -0.6923 -0.8147 -2.0615
P -2.0325 -2.1422 0.0864
P 1.4239 1.8867 -0.9818
C -2.7152 -2.1299 -1.6457
H -3.6058 -1.4767 -1.6733
H -3.0782 -3.1124 -1.9809
C 0.7252 1.1812 -2.4445
H 1.3567 1.5106 -3.2833
C 1.4566 3.6886 -1.7612
C 3.2846 1.5065 -0.3623
C -3.3703 -1.5464 1.2899
C -1.5311 -3.9395 0.2693
C 0.8803 4.5264 -0.6147
H 1.5247 4.5243 0.2762
H 0.7353 5.5718 -0.9313
H -0.0928 4.1165 -0.3168
C 2.8163 4.2040 -2.2300
H 3.5822 4.2417 -1.4511
H 3.1821 3.6103 -3.0800
H 2.6765 5.2343 -2.6007
C 0.5569 3.7879 -3.0059
H 0.3442 4.8474 -3.2159
H 1.0238 3.3687 -3.9067
H -0.3851 3.2540 -2.8398
C 3.6594 2.6094 0.6410
H 2.9609 2.6113 1.4902
H 4.6665 2.4067 1.0340
H 3.6727 3.6165 0.2160
C 3.3309 0.1742 0.3824
H 2.6829 0.1749 1.2636
H 3.0618 -0.6709 -0.2583
H 4.3587 -0.0015 0.7369
C 4.2394 1.3951 -1.5502
H 4.3490 2.3197 -2.1204
H 5.2374 1.1325 -1.1669
H 3.9170 0.5985 -2.2324
C -1.0912 -4.2159 1.7163
H -0.8066 -5.2779 1.7826
H -0.2161 -3.6176 1.9965
H -1.8901 -4.0368 2.4467
C -0.3420 -4.2047 -0.6738
H -0.5858 -3.9949 -1.7253
H 0.5381 -3.6113 -0.3890
H -0.0689 -5.2693 -0.5947
C -2.6813 -4.8924 -0.1102
H -2.3309 -5.9217 0.0445
H -3.5661 -4.7427 0.5144
H -2.9728 -4.7995 -1.1617
C -4.1946 -0.4754 0.5626
H -4.8257 -0.9018 -0.2290
H -4.8587 0.0255 1.2818
H -3.5393 0.2863 0.1206
C -2.6912 -0.9169 2.5236
H -2.0489 -0.0602 2.2660
H -3.4745 -0.5569 3.2063
H -2.0683 -1.6393 3.0695
C -4.2864 -2.6890 1.7284
H -4.8149 -3.1408 0.8797
H -3.7531 -3.4656 2.2888
H -5.0481 -2.2713 2.4030
Mn -0.5197 -0.4525 -0.1868
C 0.5934 -1.2854 0.9188
O 1.3293 -1.9340 1.5913
N -1.2554 1.2631 -0.3770
C -1.2894 2.1742 -1.1929
C -2.4957 3.2339 -1.2242
C -2.4225 4.2816 -2.3189
C -3.7965 2.4525 -1.4139
C -2.5312 3.9400 0.1367
H -1.5634 4.9449 -2.2116
H -2.4287 3.8266 -3.3177
H -3.3102 4.9268 -2.2601
H -4.0764 1.9477 -0.4862
H -4.6228 3.1378 -1.6451
H -3.7147 1.7246 -2.2337
H -3.4715 4.4981 0.2485
H -2.4818 3.1981 0.9482
H -1.7161 4.6611 0.2520
C 0.2483 2.1599 4.0850
S 0.5836 0.7427 3.0202
C 0.9545 -0.4788 4.2970
H -0.1024 2.9729 3.4411
H 1.1712 2.4614 4.5916
H -0.5288 1.8986 4.8108
H 2.0057 -0.7696 4.2100
H 0.7684 -0.0381 5.2817
H 0.3192 -1.3617 4.1622


3.
45
Properties=species:S:1:pos:R:3 method="wB97M-V/def2-TZVPD" total_energy_ha=-1249.1550 multiplicity=1 homo_lumo_gap_ev=8.63 e_homo_ev=-8.62 smiles="NCC[C@]1(P(N)O)C[C@@H](F)OC1=O.CCCCCC" lumo_ev=0.008
N -0.3797 -3.7274 2.3148
C -0.3237 -2.5614 1.3317
C 1.1665 -2.3295 0.6638
C 2.0467 -1.1327 1.3562
P 1.6339 -1.1078 3.2230
N 2.9925 -0.4006 4.1907
O 0.2769 -0.0248 3.5744
C 1.9771 0.3872 0.6856
C 3.5440 0.9491 0.8419
F 3.8936 1.6276 2.1233
O 4.4316 -0.2600 0.8840
C 3.5818 -1.4769 0.8889
O 4.1758 -2.6052 0.4927
H 0.4323 -3.7266 2.9720
H -1.2694 -3.7361 2.8633
H -1.0319 -2.8822 0.4255
H -0.8133 -1.5668 1.7570
H 1.6865 -3.3772 0.6287
H 0.9804 -2.0048 -0.4631
H 3.4711 -1.1950 4.7104
H 2.5066 0.1378 4.9683
H 0.6891 0.8937 3.5627
H 1.3534 1.2146 1.2310
H 1.8674 0.4193 -0.4991
H 3.8634 1.7222 -0.0095
C -2.0158 2.5952 -0.1401
C -2.4145 1.2246 -0.6635
C -1.4000 0.6339 -1.6455
C -1.1958 1.4342 -2.9361
C -2.4585 1.6680 -3.7694
C -3.0905 0.3810 -4.2769
H -1.9576 3.3342 -0.9440
H -2.7559 2.9511 0.5838
H -1.0445 2.5534 0.3630
H -3.4058 1.2798 -1.1231
H -2.5093 0.5413 0.1892
H -1.7064 -0.3877 -1.8951
H -0.4299 0.5412 -1.1404
H -0.4553 0.9100 -3.5545
H -0.7495 2.4067 -2.6964
H -2.1941 2.2894 -4.6336
H -3.1965 2.2396 -3.1961
H -2.3835 -0.1846 -4.8915
H -3.9659 0.6103 -4.8935
H -3.4234 -0.2581 -3.4543


4.
12
Properties=species:S:1:pos:R:3 method="wB97M-V/def2-TZVPD" total_energy_ha=-319.5701 relative_energy_ev=3.868 multiplicity=1 homo_lumo_gap_ev=7.66 e_homo_ev=-7.50 lumo_ev=0.159
N 2.5509 -1.0714 1.4028
C 1.6766 -0.7941 0.6851
C 0.7255 -0.4236 -0.2727
C -0.6171 -1.0829 -0.4156
N -1.6401 -0.1516 0.1238
C -1.1393 0.9915 0.2004
N 0.3127 1.0392 -0.1901
H 0.5159 1.2467 -1.1668
H -0.9358 -1.2622 -1.4544
H -0.6557 -2.0340 0.1122
H -1.6518 1.8788 0.5666
H 0.8580 1.6637 0.4088


5.
75
Properties=species:S:1:pos:R:3 method="wB97M-V/def2-TZVPD" total_energy_ha=-3356.0301 multiplicity=2 homo_lumo_gap_ev="9.51 / 3.89" s2=0.76 e_homo_ev="-10.66 / -10.65" lumo_ev="-1.142 / -6.762"
C 3.4539 6.4165 -21.8936
F 2.8123 6.8226 -22.9539
F 2.8059 6.6328 -20.7382
F 3.8416 5.1511 -21.8162
S 5.1109 7.4632 -21.8715
O 5.9847 6.9892 -20.7809
O 5.6213 7.4625 -23.2669
N 4.4752 9.0424 -21.5538
S 5.6215 9.9798 -21.9261
O 6.9084 9.6850 -21.2886
O 5.6483 10.3248 -23.3355
C 5.0754 11.7294 -21.1485
F 4.4179 11.5821 -20.0004
F 6.0403 12.5936 -20.9977
F 4.2069 12.1825 -22.0198
O 1.5964 3.6441 -22.9774
H 1.4660 3.8026 -22.0425
H 1.6945 2.6947 -23.0485
O 7.5005 8.4268 -18.8649
H 7.0057 8.8529 -19.5647
H 8.1131 7.8498 -19.3211
O 6.1309 8.2750 -26.0241
H 5.2861 7.8590 -25.8521
H 6.6396 8.1237 -25.2275
O 8.1670 14.1176 -18.9404
H 7.5466 14.6518 -19.4364
H 8.3744 13.3872 -19.5233
O 5.9768 13.5541 -23.6391
H 6.2109 14.4404 -23.9145
H 5.4743 13.6779 -22.8338
O 4.0200 8.9118 -18.8842
H 4.1483 8.6484 -19.7955
H 3.5006 9.7141 -18.9371
O -0.0935 6.6915 -22.4646
H 0.0244 6.5599 -21.5238
H -0.5843 5.9227 -22.7548
O 3.4948 12.0020 -17.4373
H 3.3318 12.4658 -18.2586
H 4.1118 12.5607 -16.9646
O 4.9172 3.3357 -20.0400
H 4.8629 2.4333 -20.3544
H 4.9452 3.8661 -20.8363
O 3.5166 14.9926 -22.9102
H 3.1858 14.2368 -23.3955
H 2.7361 15.5089 -22.7089
O 0.1462 6.3269 -19.5585
H -0.2749 7.1801 -19.4532
H 0.7889 6.2875 -18.8502
O 1.6472 11.9405 -23.3276
H 2.1841 11.5788 -22.6225
H 1.2019 12.6890 -22.9303
O 3.7032 3.0984 -25.0248
H 3.4700 3.5673 -24.2235
H 3.5435 2.1774 -24.8190
O 1.7834 13.4984 -20.1352
H 2.0295 12.5788 -20.2351
H 0.9094 13.5562 -20.5211
O 5.1735 6.3092 -17.9397
H 4.5958 7.0712 -17.9827
H 5.7659 6.4147 -18.6841
O 9.1807 7.8448 -23.1061
H 9.0840 7.9271 -22.1573
H 9.3719 6.9178 -23.2483
O 3.1460 9.2999 -24.5465
H 4.0127 9.5085 -24.1979
H 2.5954 9.1904 -23.7712
O 9.1279 11.6031 -20.9084
H 8.5499 10.8623 -21.0909
H 9.6594 11.3156 -20.1661
O 1.8418 9.2420 -22.1170
H 1.5251 8.3481 -21.9874
H 2.7475 9.2229 -21.8078
O 9.0418 6.7807 -20.4505
H 8.5979 5.9891 -20.1464
H 9.9736 6.5892 -20.3441


6.
125
Properties=species:S:1:pos:R:3 method="wB97M-V/def2-TZVPD" total_energy_ha=-3511.2430 multiplicity=1 homo_lumo_gap_ev=9.40 e_homo_ev=-9.13 lumo_ev=0.272
C 4.0480 0.6384 -1.3289
C 4.9657 0.6757 -2.5181
Cl 6.0930 -0.6282 -2.5954
C 4.8810 1.6403 -3.4378
Cl 5.9640 1.6385 -4.8032
B 3.8379 2.8099 -3.3481
O 4.1999 4.0439 -2.8372
B 3.2710 4.3933 -1.8382
O 3.7258 4.7609 -0.6117
O 1.9239 4.3080 -2.1354
B 1.6902 3.0535 -2.6769
C 0.6477 2.0126 -2.1287
C -0.8268 2.4591 -2.1290
N -1.6571 1.3707 -1.5835
N -1.2393 2.7890 -3.4841
N -0.9486 3.6319 -1.2719
O 2.5270 2.6734 -3.7421
H 3.0282 0.7225 -1.6868
H 4.1170 -0.3201 -0.8345
H 4.2932 1.4134 -0.6124
H 4.5210 4.2653 -0.4067
H 0.7617 1.0914 -2.6889
H 0.9208 1.8139 -1.0886
H -1.8974 0.6939 -2.2952
H -1.1849 0.8923 -0.8295
H -1.6228 3.7247 -3.4485
H -1.9534 2.1449 -3.7915
H -1.9295 3.8853 -1.2832
H -0.7256 3.3345 -0.3319
C 6.4013 -6.0396 1.6492
O 6.7908 -5.4612 0.4167
C 5.7867 -4.6439 -0.1620
C 6.0706 -3.1745 0.0538
O 5.9682 -2.8190 1.4250
C 7.2256 -2.6854 2.0635
H 7.2895 -6.4729 2.1056
H 5.9816 -5.2946 2.3293
H 5.6673 -6.8357 1.4845
H 4.7981 -4.9045 0.2296
H 5.7877 -4.8474 -1.2382
H 5.3217 -2.5884 -0.4868
H 7.0551 -2.9100 -0.3419
H 7.7304 -1.7725 1.7297
H 7.8689 -3.5467 1.8695
H 7.0456 -2.6146 3.1348
C -3.5804 5.8126 -8.0345
O -2.3936 6.5604 -8.2203
C -2.0100 7.3001 -7.0716
C -0.8869 6.6242 -6.3184
O -1.3041 5.3963 -5.7435
C -0.8817 4.2583 -6.4767
H -3.6794 5.1346 -8.8805
H -3.5469 5.2260 -7.1132
H -4.4525 6.4753 -8.0116
H -2.8674 7.4605 -6.4111
H -1.6628 8.2787 -7.4179
H -0.5714 7.2753 -5.4969
H -0.0275 6.4691 -6.9767
H 0.1935 4.0998 -6.3467
H -1.1109 4.3523 -7.5413
H -1.4090 3.3965 -6.0768
C -3.1930 1.2178 4.7755
O -4.1024 1.6945 3.7979
C -3.4630 2.3104 2.6918
C -3.4114 1.3968 1.4888
O -2.5611 0.2796 1.7092
C -3.2489 -0.9248 1.9975
H -3.7507 0.5938 5.4717
H -2.3964 0.6195 4.3254
H -2.7560 2.0531 5.3316
H -2.4549 2.6398 2.9631
H -4.0501 3.1976 2.4325
H -2.9906 1.9455 0.6411
H -4.4194 1.0733 1.2137
H -3.7250 -1.3151 1.0925
H -4.0018 -0.7871 2.7775
H -2.5139 -1.6506 2.3420
C -3.8020 4.6271 10.3962
O -2.6373 3.8996 10.7429
C -2.6684 2.5499 10.3081
C -1.8345 2.3441 9.0642
O -2.3857 3.0213 7.9449
C -1.7133 4.2306 7.6406
H -3.6023 5.6800 10.5869
H -4.0573 4.5006 9.3415
H -4.6491 4.3126 11.0150
H -3.6977 2.2231 10.1335
H -2.2524 1.9391 11.1156
H -1.8210 1.2765 8.8220
H -0.8035 2.6643 9.2396
H -0.7332 4.0239 7.1968
H -1.5850 4.8542 8.5281
H -2.3191 4.7711 6.9151
C 1.1346 -3.3893 -1.1147
O 1.6157 -3.0984 -2.4139
C 2.6844 -3.9437 -2.8186
C 2.2147 -5.0220 -3.7670
O 1.3464 -5.9421 -3.1227
C -0.0212 -5.7247 -3.4180
H 0.2046 -2.8389 -0.9759
H 0.9367 -4.4568 -0.9876
H 1.8535 -3.0609 -0.3550
H 3.1768 -4.3847 -1.9464
H 3.4147 -3.3122 -3.3352
H 3.0840 -5.5884 -4.1152
H 1.7288 -4.5757 -4.6392
H -0.2465 -6.0325 -4.4445
H -0.3008 -4.6765 -3.2845
H -0.6075 -6.3357 -2.7333
C -3.8821 -4.8966 2.1225
O -3.3035 -4.3788 0.9374
C -2.0900 -5.0243 0.5824
C -2.2890 -6.0194 -0.5383
O -3.0879 -7.1173 -0.1295
C -4.4281 -7.0344 -0.5798
H -4.8889 -4.4902 2.2034
H -3.9413 -5.9870 2.0988
H -3.3054 -4.5831 2.9997
H -1.6440 -5.5145 1.4525
H -1.3978 -4.2467 0.2414
H -1.3127 -6.4200 -0.8308
H -2.7281 -5.5255 -1.4105
H -4.4841 -7.2280 -1.6564
H -4.8659 -6.0568 -0.3640
H -4.9994 -7.7991 -0.0567


7.
58
Properties=species:S:1:pos:R:3 method="wB97M-V/def2-TZVPD" total_energy_ha=-1701.1326 relative_energy_ev=22.396 multiplicity=1 homo_lumo_gap_ev=7.67 e_homo_ev=-7.93 lumo_ev=-0.264
C -0.3354 5.2177 2.4787
C 0.9871 4.7966 3.0920
C 1.0223 3.3129 2.8926
C 1.0935 2.7890 1.4305
O 2.0912 3.1514 0.5729
N 0.0322 1.8597 1.1929
C -0.8189 1.4446 2.3163
N -1.9000 1.0396 2.0080
C -2.3466 0.5784 0.7634
C -1.5846 0.7622 -0.2059
C -2.2295 0.2500 -1.6805
O -3.1473 -0.2452 -1.9850
O -0.8964 0.5259 -2.4669
C -1.4519 0.0291 -3.8168
C -0.5096 -1.2220 -4.1992
C -1.0549 -2.5377 -3.1230
H -1.9983 -2.5749 -3.0918
H -0.7412 -2.2616 -2.0970
H -0.6163 -3.1959 -3.5031
C 0.8205 -1.1295 -3.9771
H 1.2333 -0.7243 -3.0950
H 1.0909 -0.4452 -4.7263
H 1.3296 -1.9816 -4.2596
H -0.9671 -1.6894 -5.0898
H -1.0499 0.9773 -4.7278
H -2.4574 -0.0697 -3.8988
C -0.0859 1.3221 -0.0829
C 0.7134 0.4129 -0.5218
C 0.7224 -1.0718 -0.0184
C 1.7182 -1.9995 -0.2201
C 2.9919 -1.6429 -0.6507
C 4.0618 -2.6755 -0.9011
C 3.5022 -4.0082 -0.7780
C 2.3498 -4.3708 -0.4904
C 1.3660 -3.3706 -0.2626
O -0.2105 -3.4866 -0.0706
C -0.4254 -4.7418 -0.1201
H -1.7210 -4.9147 0.3571
H -0.4070 -5.3568 -1.0094
H -0.1739 -5.5827 0.7007
H 1.8973 -5.4110 -0.3213
H 4.0870 -5.0579 -0.9312
H 5.0393 -2.5804 -1.0263
H 3.5059 -0.7574 -0.5123
H -0.1720 -1.3115 0.2817
H 1.7582 0.8358 -0.8307
H -0.0900 2.1803 -0.7862
C -3.6386 -0.0105 1.0668
H -4.1030 -0.0212 1.8254
H -3.7514 -1.1832 0.3866
H -4.4477 0.5668 0.2541
S -0.2697 2.3210 3.6580
H 2.0220 3.0291 3.3131
H 1.0611 4.9170 4.2051
H 1.8459 5.1237 2.6728
H -1.3532 4.7166 2.9827
H -0.2318 5.0258 1.2949
H -0.3548 6.2047 2.5251